{"formula": "C29H15Cl64INO5PS", "method": "ωB97M-V/def2-TZVPD", "elements": ["C", "O", "C", "C", "C", "C", "C", "C", "C", "C", "C", "C", "I", "C", "O", "N", "P", "O", "O", "S", "C", "O", "H", "H", "H", "H", "H", "H", "H", "H", "H", "H", "H", "H", "H", "H", "H", "C", "Cl", "Cl", "Cl", "Cl", "C", "Cl", "Cl", "Cl", "Cl", "C", "Cl", "Cl", "Cl", "Cl", "C", "Cl", "Cl", "Cl", "Cl", "C", "Cl", "Cl", "Cl", "Cl", "C", "Cl", "Cl", "Cl", "Cl", "C", "Cl", "Cl", "Cl", "Cl", "C", "Cl", "Cl", "Cl", "Cl", "C", "Cl", "Cl", "Cl", "Cl", "C", "Cl", "Cl", "Cl", "Cl", "C", "Cl", "Cl", "Cl", "Cl", "C", "Cl", "Cl", "Cl", "Cl", "C", "Cl", "Cl", "Cl", "Cl", "C", "Cl", "Cl", "Cl", "Cl", "C", "Cl", "Cl", "Cl", "Cl", "C", "Cl", "Cl", "Cl", "Cl"], "xyz": [[0.791, -1.666, 1.722], [0.539, -0.521, 0.866], [0.704, 0.666, 1.682], [0.471, 2.042, 0.903], [-0.899, 2.107, 0.058], [-2.022, 3.094, 0.723], [-3.024, 2.168, 1.561], [-2.497, 1.658, 2.955], [-3.354, 0.702, 3.864], [-4.732, 0.300, 3.302], [-5.272, 0.833, 1.938], [-4.454, 1.773, 1.029], [-5.250, 2.445, -0.868], [-6.706, 0.168, 1.777], [-7.727, 0.501, 1.153], [-6.631, -1.041, 2.645], [-6.158, -2.502, 1.807], [-7.413, -2.836, 0.674], [-5.880, -3.803, 2.871], [-4.523, -2.313, 0.736], [-5.879, -0.656, 3.853], [-6.043, -0.921, 5.059], [0.750, -2.665, 1.164], [1.807, -1.614, 2.242], [-0.013, -1.702, 2.548], [1.782, 0.666, 2.106], [0.012, 0.553, 2.587], [0.416, 2.879, 1.691], [1.332, 2.207, 0.175], [-0.647, 2.562, -0.973], [-1.383, 1.090, -0.122], [-1.488, 3.849, 1.401], [-2.529, 3.688, -0.106], [-1.461, 1.969, 3.343], [-2.999, 0.285, 4.859], [-7.118, -3.570, 0.076], [-5.155, -4.311, 2.419], [-5.103, 0.322, 8.756], [-4.703, 0.677, 7.062], [-3.608, 0.003, 9.664], [-5.943, 1.716, 9.471], [-6.156, -1.106, 8.829], [3.083, 2.576, 5.034], [3.318, 3.512, 3.541], [1.364, 2.159, 5.205], [4.047, 1.087, 4.955], [3.600, 3.545, 6.429], [-11.522, 0.642, 0.594], [-10.311, -0.655, 0.556], [-13.147, -0.065, 0.722], [-11.221, 1.691, 1.996], [-11.410, 1.601, -0.897], [7.548, 0.090, 2.853], [8.960, 0.615, 3.794], [8.089, -0.623, 1.319], [6.636, -1.122, 3.780], [6.505, 1.489, 2.519], [7.245, -3.875, -0.822], [8.702, -3.818, 0.194], [7.038, -5.519, -1.462], [5.825, -3.437, 0.153], [7.415, -2.727, -2.169], [-2.668, -0.325, -3.587], [-1.875, -0.812, -2.074], [-4.430, -0.336, -3.363], [-2.137, 1.311, -4.035], [-2.228, -1.464, -4.878], [6.329, -6.116, -5.547], [6.119, -5.652, -7.249], [8.005, -5.799, -5.050], [5.223, -5.169, -4.529], [5.971, -7.845, -5.358], [-8.228, 4.582, 12.044], [-6.834, 5.134, 12.997], [-7.658, 3.858, 10.525], [-9.137, 3.371, 12.973], [-9.283, 5.965, 11.682], [-5.595, 4.803, 17.138], [-6.177, 6.349, 17.792], [-6.871, 4.060, 16.152], [-4.160, 5.089, 16.130], [-5.171, 3.716, 18.477], [5.114, -0.407, -4.842], [4.349, -0.010, -6.396], [4.278, 0.458, -3.535], [5.010, -2.159, -4.554], [6.821, 0.088, -4.884], [5.107, -1.774, -10.254], [5.010, -2.623, -11.812], [5.332, -2.958, -8.949], [6.482, -0.650, -10.276], [3.603, -0.869, -9.978], [-2.464, 7.245, -1.359], [-2.063, 7.594, -3.054], [-0.971, 6.920, -0.452], [-3.297, 8.643, -0.647], [-3.525, 5.821, -1.282], [6.026, -8.973, -9.606], [7.480, -8.911, -8.587], [5.818, -10.619, -10.242], [4.604, -8.528, -8.638], [6.200, -7.833, -10.957], [9.022, 2.783, -2.356], [8.989, 2.000, -3.950], [10.645, 3.438, -2.050], [7.834, 4.104, -2.322], [8.618, 1.593, -1.102], [5.106, 3.455, -9.815], [5.077, 2.690, -11.418], [6.730, 4.103, -9.498], [3.921, 4.778, -9.769], [4.698, 2.250, -8.575], [1.531, -6.647, -10.976], [0.171, -6.494, -9.843], [2.099, -8.330, -10.996], [0.999, -6.182, -12.606], [2.855, -5.581, -10.459]], "atomic_forces_ev_per_a": [[-0.4, -0.6, 0.7], [0.6, -0.1, 1.2], [0.5, 0.4, 0.6], [-0.8, -0.8, -0.1], [-0.2, 0.9, -0.4], [0.2, -1.2, 0.1], [-1.2, -0.9, 1.7], [-3.5, -1.4, -0.6], [-1.6, 1.4, -3.9], [1.0, 2.0, -2.1], [2.4, 0.6, 1.2], [1.3, -1.5, 4.0], [0.7, -0.5, 1.5], [-0.7, 1.5, -1.9], [4.4, -1.3, 2.3], [-0.9, -1.6, 0.5], [0.8, -1.5, -2.2], [1.4, 0.1, 2.6], [-1.0, 2.0, -1.5], [-0.6, 0.1, 0.6], [2.4, 0.9, 2.6], [-0.1, 0.1, -5.0], [-0.1, 1.7, 0.4], [-1.2, 0.2, -0.8], [1.1, 0.0, -1.1], [-1.5, 0.1, -0.6], [0.8, 0.3, -1.2], [0.5, -1.2, -1.2], [-1.0, -0.1, 1.2], [-0.4, -0.8, 1.5], [0.9, 1.3, 0.3], [-0.9, -1.1, -0.8], [0.4, -1.0, 1.3], [-1.8, -0.4, -0.9], [-0.4, 0.7, -1.6], [0.0, 0.9, 0.7], [-0.7, 0.8, 0.5], [0.0, 0.0, -0.1], [0.0, 0.1, 0.6], [-0.2, 0.1, -0.1], [0.4, -0.5, -0.1], [0.2, 0.3, 0.0], [0.1, 0.0, 0.1], [0.0, -0.2, 0.2], [0.2, 0.1, 0.0], [-0.2, 0.3, 0.1], [-0.1, -0.2, -0.3], [0.1, -0.2, 0.0], [-0.5, 0.2, -0.1], [0.2, 0.1, 0.0], [-0.1, -0.2, -0.2], [0.0, -0.1, 0.2], [0.0, 0.1, -0.1], [-0.3, -0.1, -0.2], [-0.1, 0.1, 0.3], [0.1, 0.1, -0.2], [0.2, -0.2, 0.0], [0.0, 0.0, 0.0], [-0.2, -0.1, -0.2], [0.1, 0.3, 0.2], [0.2, -0.1, -0.2], [0.0, -0.2, 0.3], [0.0, -0.1, 0.1], [-0.1, 0.1, -0.3], [0.3, -0.1, -0.1], [-0.1, -0.2, 0.1], [-0.1, 0.2, 0.2], [0.1, 0.0, 0.0], [0.1, 0.0, 0.3], [-0.3, 0.0, -0.1], [0.1, -0.5, -0.2], [0.1, 0.3, 0.0], [0.0, 0.1, 0.0], [-0.2, -0.1, -0.3], [-0.3, 0.4, 0.3], [0.2, 0.2, -0.1], [0.2, -0.2, 0.1], [-0.1, 0.0, 0.0], [0.1, -0.3, -0.1], [0.2, 0.1, 0.3], [-0.2, 0.0, 0.1], [-0.1, 0.2, -0.2], [-0.1, 0.0, 0.0], [0.1, -0.2, 0.3], [0.2, -0.1, -0.2], [0.0, 0.7, -0.3], [-0.6, -0.3, 0.0], [0.0, 0.0, 0.0], [0.0, 0.1, 0.2], [-0.1, 0.2, -0.2], [-0.2, -0.2, 0.0], [0.2, -0.2, -0.1], [0.0, 0.0, 0.0], [-0.1, -0.1, 0.3], [-0.2, 0.0, -0.1], [0.2, -0.3, -0.1], [0.1, 0.3, -0.1], [0.0, 0.0, 0.0], [-0.2, 0.0, -0.2], [0.0, 0.3, 0.1], [0.3, -0.2, -0.1], [0.0, -0.2, 0.2], [0.0, 0.0, 0.0], [0.3, 0.4, 0.3], [-0.3, -0.1, -0.1], [0.2, -0.2, 0.0], [0.1, 0.2, -0.2], [0.0, 0.0, 0.0], [0.0, 0.1, 0.3], [-0.3, -0.1, 0.0], [0.2, -0.2, 0.0], [0.2, 0.4, -0.2], [0.0, 0.0, 0.0], [0.2, 0.0, -0.2], [-0.2, 0.3, -0.1], [0.1, -0.1, 0.3], [-0.2, -0.2, -0.1]], "charge": 0, "e_lumo_ha": -0.0409, "max_force_ev_per_a": 5.10, "orbital_gap_ev": 7.99, "homo_energy_ev": -9.10, "multiplicity": 1}